Density functional theory data (the ωB97M-V functional and the def2-TZVPD basis) for a molecular structure, C32H23N3OV in a non-equilibrium geometry.

The geometry in ORCA input format:
```
! RIJCOSX wB97M-V def2-TZVPD def2/J DEFGRID3
* xyz 1 1
V 0.0056 -0.0533 -0.0189
C -0.0495 3.7054 2.1552
C 0.1530 2.7639 1.1445
N -0.1451 1.4833 1.2950
C -0.6816 1.0526 2.5019
C -0.9451 1.9593 3.5498
C -0.5975 3.3072 3.3420
C -1.5448 1.4932 4.7425
C -1.8817 0.1792 4.8409
C -1.6148 -0.7191 3.7861
C -0.9788 -0.3264 2.6410
N -0.6836 -1.1655 1.5351
C 0.1882 -2.2724 1.7381
C -0.0579 -3.3181 2.5842
C 0.8542 -4.3834 2.7465
C 2.0091 -4.4306 2.0276
C 2.2748 -3.4082 1.0871
C 3.4169 -3.3988 0.2640
C 3.5947 -2.4016 -0.6616
C 2.6335 -1.3988 -0.7760
N 1.5645 -1.3546 -0.0134
C 1.3596 -2.3455 0.9362
H 0.2174 4.7356 1.9771
H 0.5609 3.0496 0.1910
H -0.7772 4.0279 4.1294
H -1.7465 2.1835 5.5494
H -2.3708 -0.1888 5.7310
H -1.9421 -1.7419 3.8832
H -0.9841 -3.3415 3.1353
H 0.6181 -5.1733 3.4444
H 2.7097 -5.2448 2.1481
H 4.1449 -4.1942 0.3577
H 4.4549 -2.3827 -1.3126
H 2.7257 -0.6116 -1.5155
C 0.7993 3.0003 -6.4700
C -0.4736 2.9075 -5.9346
C -0.6500 2.3748 -4.6719
C 0.4400 1.9575 -3.9094
C 1.7134 2.0333 -4.4722
C 1.8903 2.5496 -5.7380
C 0.1397 1.3770 -2.6005
C 0.8511 1.2580 -1.4352
C 2.0957 2.0165 -1.1227
C 2.9604 1.6236 -0.1006
C 4.0707 2.3724 0.2490
C 4.3424 3.5645 -0.4003
C 3.4664 4.0050 -1.3842
C 2.3628 3.2483 -1.7260
H 0.9424 3.4072 -7.4620
H -1.3304 3.2384 -6.5056
H -1.6500 2.2894 -4.2629
H 2.5737 1.6611 -3.9313
H 2.8841 2.5973 -6.1630
H -0.8417 0.9336 -2.6005
H 2.7664 0.6996 0.4770
H 4.7194 2.0250 1.0423
H 5.2080 4.1536 -0.1286
H 3.6388 4.9508 -1.8817
H 1.6819 3.6437 -2.4652
O -1.1141 -0.5569 -0.9930
*
```

Results
Energy, eV: -65757.2083
HOMO-LUMO gap (alpha / beta), eV: 6.114 / 6.135
E_LUMO (alpha / beta), eV: -4.575 / -4.555

Density functional theory data (the ωB97M-V functional and the def2-TZVPD basis) for a molecular structure, C32H23NO7PReS in a non-equilibrium geometry.

The geometry in ORCA input format:
```
! RIJCOSX wB97M-V def2-TZVPD def2/J DEFGRID3
* xyz 1 2
Re 0.2491 0.1453 -0.2822
O -0.3112 0.8050 3.7543
C -0.3419 0.1042 2.7707
O 0.2260 0.4579 1.6465
C -1.0479 -1.2364 2.8073
C -1.4222 -1.6752 4.0745
C -2.0600 -2.8901 4.2609
C -2.3596 -3.6854 3.1633
C -2.0239 -3.2579 1.8956
C -1.3556 -2.0398 1.7009
S -1.0640 -1.7204 -0.0001
H -1.1951 -1.0357 4.9149
H -2.3240 -3.2111 5.2592
H -2.8561 -4.6372 3.2956
H -2.2725 -3.8588 1.0295
O 0.3753 -0.0292 -2.2826
C 1.3381 -0.3558 -3.0029
C 2.6374 -0.7059 -2.5451
C 3.6591 -0.8595 -3.4962
C 4.9382 -1.1043 -3.0908
C 5.2531 -1.2675 -1.7333
C 4.2676 -1.1584 -0.7918
C 2.9410 -0.8372 -1.1563
O 2.0579 -0.7043 -0.1998
N 6.0077 -1.1497 -4.0912
O 5.6866 -1.3395 -5.2482
O 7.1450 -1.0191 -3.6836
H 1.1679 -0.3582 -4.0821
H 3.4505 -0.7564 -4.5540
H 6.2743 -1.4825 -1.4521
H 4.4762 -1.2900 0.2614
O -1.3366 1.5628 -0.4931
P -0.9292 2.9884 -0.8906
C -0.8497 4.0461 0.5563
C -0.6063 5.4116 0.4105
C -0.4509 6.1954 1.5396
C -0.5294 5.6215 2.8039
C -0.7741 4.2641 2.9466
C -0.9413 3.4726 1.8210
C -2.0522 3.6740 -2.1035
C -3.3203 3.1027 -2.1864
C -4.2599 3.6391 -3.0515
C -3.9354 4.7462 -3.8224
C -2.6728 5.3179 -3.7353
C -1.7240 4.7862 -2.8784
C 0.7791 2.9454 -1.4927
C 1.1220 3.0715 -2.8355
C 2.4593 3.0382 -3.2042
C 3.4469 2.8506 -2.2436
C 3.1033 2.6747 -0.9110
C 1.7692 2.7361 -0.5233
H -0.5441 5.8585 -0.5742
H -0.2633 7.2561 1.4380
H -0.4014 6.2402 3.6823
H -0.8268 3.8095 3.9268
H -1.1372 2.4152 1.9174
H -3.5517 2.2431 -1.5695
H -5.2420 3.1916 -3.1204
H -4.6683 5.1667 -4.4980
H -2.4280 6.1825 -4.3379
H -0.7403 5.2357 -2.8229
H 0.3455 3.1976 -3.5787
H 2.7319 3.1658 -4.2443
H 4.4913 2.8454 -2.5279
H 3.8698 2.5255 -0.1613
H 1.5036 2.6913 0.5313
*
```

Results
Energy, eV: -71627.5522
HOMO-LUMO gap (alpha / beta), eV: 6.091 / 6.568
E_LUMO (alpha / beta), eV: -5.100 / -4.486

Density functional theory data (the ωB97M-V functional and the def2-TZVPD basis) for a molecular structure, C32H24CrN5 in a non-equilibrium geometry.

The geometry in ORCA input format:
```
! RIJCOSX wB97M-V def2-TZVPD def2/J DEFGRID3
* xyz 1 5
Cr -1.7152 -0.2192 0.1187
C -1.7831 -0.8564 4.3856
C -1.7672 0.4641 4.8124
C -1.7525 1.4918 3.8936
C -1.7216 1.2013 2.5269
C -1.7320 -0.1321 2.0916
C -1.7851 -1.1453 3.0261
C -1.7108 2.2102 1.4922
C -1.7131 3.5895 1.7330
C -1.7585 4.4734 0.6874
C -1.7589 3.9846 -0.6417
C -1.7651 4.8231 -1.7646
C -1.7718 4.2932 -3.0344
C -1.7947 2.9109 -3.2220
C -1.8201 2.0611 -2.1351
C -1.7798 2.5747 -0.8295
N -1.7815 1.7298 0.2306
H -1.7961 -1.6587 5.1070
H -1.7786 0.6911 5.8663
H -1.7688 2.5137 4.2334
H -1.8281 -2.1819 2.7050
H -1.7112 3.9467 2.7482
H -1.8007 5.5364 0.8602
H -1.7546 5.8909 -1.6039
H -1.7691 4.9498 -3.8885
H -1.7895 2.5110 -4.2256
H -1.8762 0.9812 -2.2824
N 4.8069 -1.8157 -1.9983
C 6.0233 -2.4216 -1.8442
C 7.1671 -2.4584 -2.6252
C 8.2331 -3.1932 -2.1423
C 8.1705 -3.8729 -0.9188
C 7.0388 -3.8413 -0.1360
C 5.9415 -3.1074 -0.5970
N 4.7174 -2.9059 -0.0452
C 4.0542 -2.1368 -0.8875
C 2.7187 -1.6909 -0.6738
C 2.0345 -2.0678 0.5036
C 0.7575 -1.6474 0.7269
N 0.0553 -0.8556 -0.1327
C 0.7169 -0.4951 -1.2668
C 1.9963 -0.8709 -1.5675
H 4.5146 -1.2387 -2.7677
H 7.2202 -1.9352 -3.5697
H 9.1404 -3.2457 -2.7237
H 9.0366 -4.4316 -0.5922
H 6.9834 -4.3614 0.8058
H 2.5519 -2.6901 1.2136
H 0.2404 -1.9265 1.6320
H 0.1812 0.1537 -1.9519
H 2.4402 -0.5261 -2.4883
C -6.5511 -0.3138 0.0738
C -5.7865 -1.2290 -0.6401
C -4.4076 -1.1414 -0.5824
N -3.7514 -0.2136 0.1304
C -4.5029 0.6515 0.8288
C -5.8837 0.6426 0.8252
H -7.6282 -0.3495 0.0504
H -6.2562 -1.9987 -1.2330
H -3.7915 -1.8543 -1.1269
H -3.9752 1.3797 1.4249
H -6.4201 1.3770 1.4058
*
```

Results
Energy, eV: -69440.8587
HOMO-LUMO gap (alpha / beta), eV: 6.087 / 7.220
E_LUMO (alpha / beta), eV: -3.076 / -3.295

The calculation returns the following energy above the lowest of the compared OMol25 structures with the same formula, charge and spin values, one per record and in order: 39.8 11.4 23.8 kcal/mol.